{
  "formula": "C16H48FeO18S2V",
  "method": "the ωB97M-V functional and the def2-TZVPD basis",
  "spin_multiplicity": 6,
  "lumo_energy_ev": [-0.751, -2.735],
  "mol_weight_g_mol": 699.5,
  "elements": ["Fe", "V", "S", "S", "O", "O", "O", "O", "O", "O", "O", "O", "O", "O", "O", "O", "O", "O", "O", "O", "O", "O", "C", "C", "C", "C", "C", "C", "C", "C", "C", "C", "C", "C", "C", "C", "C", "C", "H", "H", "H", "H", "H", "H", "H", "H", "H", "H", "H", "H", "H", "H", "H", "H", "H", "H", "H", "H", "H", "H", "H", "H", "H", "H", "H", "H", "H", "H", "H", "H", "H", "H", "H", "H", "H", "H", "H", "H", "H", "H", "H", "H", "H", "H", "H", "H"],
  "positions_angstrom": [[2.020608, -2.475341, -0.813122], [-2.506785, -0.902853, -1.471206], [-0.096081, -3.528200, -2.012110], [0.673090, -0.205829, -0.100669], [-0.141491, -4.743768, 1.978370], [0.485464, -3.664110, -0.674906], [3.395768, 1.461724, -1.979120], [1.061707, -2.715772, -2.490090], [-2.656132, -0.023613, -2.785373], [-0.650459, -0.282145, -0.671288], [-1.302277, 2.365273, 1.117355], [3.517225, -1.836351, -2.351076], [-3.751993, -1.777788, -1.168176], [0.978488, -1.487937, 0.555713], [1.678588, -0.489493, -1.170685], [1.492022, 0.987378, 3.240758], [-0.250970, -4.791651, -2.675071], [0.940620, 0.948144, 0.712251], [-1.294681, -2.677064, -1.904545], [1.482038, -0.826217, -4.518420], [3.721228, -2.144620, 0.381557], [-3.172436, 0.421144, 0.288893], [-1.526736, -2.949132, 2.906377], [-4.404071, 1.037651, 0.671616], [0.478597, 0.233544, 3.857239], [-5.494584, 0.708802, -0.342726], [-0.076824, 4.004588, 2.438016], [-1.100679, 3.754121, 1.340015], [1.793952, 3.237610, -2.205730], [-2.243244, -4.445656, 1.018734], [0.269300, -0.128142, -4.391392], [4.210527, -0.919686, 0.914681], [-1.478755, -4.384875, 2.338501], [4.742345, -2.540955, -2.581898], [3.076513, 2.794735, -1.549863], [4.173067, 3.828413, -1.872647], [-4.842914, 0.592392, 2.043986], [-2.498321, 4.303287, 1.660645], [3.437569, -1.118900, -3.001142], [-5.292935, 1.181636, -1.306910], [0.057109, -0.135315, -3.310343], [-1.704450, -2.864513, 3.983061], [-2.448712, 5.390529, 1.718706], [0.959555, 3.873925, 2.129442], [4.418921, -0.250043, 0.079815], [-1.800633, -4.000002, 0.132783], [0.753552, -0.826692, 3.947703], [-6.483289, 1.065185, -0.059513], [-4.276901, 2.119723, 0.752298], [-0.339675, 0.178171, 3.124398], [-0.301875, 3.363391, 3.289813], [3.806839, 4.740895, -1.391423], [-0.576815, -0.623004, -4.890330], [-0.729319, 4.214849, 0.414729], [4.993487, -3.098119, -1.680676], [1.522334, -1.487349, -3.824316], [-1.875934, -5.163592, 2.983596], [-0.160132, 5.041305, 2.776318], [1.719844, 3.392910, -3.281710], [-0.475991, 2.010929, 0.725755], [2.800956, 2.716609, -0.493396], [1.335901, 0.987890, 2.269908], [-5.496534, -0.371143, -0.483545], [0.992734, 2.541600, -1.925922], [5.587528, -1.976568, -2.967424], [-3.289638, -4.136208, 1.102360], [-4.024974, 0.759595, 2.753343], [-5.082845, -0.470252, 2.105348], [0.202010, 0.867348, -4.832226], [-5.667648, 1.190425, 2.430508], [0.159458, -4.277383, 1.195890], [0.105874, 0.560240, 4.826276], [4.246715, 4.156615, -2.912158], [-0.624166, -2.381184, 2.693152], [3.499638, -0.462273, 1.605428], [-2.832631, 3.940389, 2.636569], [2.607956, 0.950363, -1.714881], [3.727179, -2.816897, 1.078674], [-2.433356, 1.003925, 0.557549], [5.206151, 3.672401, -1.564346], [5.166918, -1.040458, 1.426546], [-2.371695, -5.505430, 0.772581], [4.502798, -3.311286, -3.322748], [1.418443, 4.167378, -1.761151], [-2.411235, -2.431279, 2.525611], [-3.229758, 3.922020, 0.951430]],
  "forces_ev_per_a": [[-0.3, 2.1, -0.6], [1.7, 0.7, 0.4], [-1.8, -0.8, -1.9], [1.3, -2.1, -1.0], [0.6, -0.8, 1.4], [0.9, -1.9, 4.4], [0.0, 0.4, 0.2], [1.0, 1.0, -2.7], [-0.5, -0.8, 0.8], [-1.4, 1.1, 0.1], [0.6, -0.7, -0.6], [1.0, 0.3, 0.3], [-0.9, -0.3, -0.4], [-0.8, -1.7, 3.7], [0.8, 2.2, -1.9], [0.6, 0.4, 0.3], [-0.3, 1.3, 0.3], [-0.1, 0.3, -1.0], [-0.2, 0.0, -0.4], [1.0, 0.5, -1.1], [-0.3, -1.7, 0.0], [1.0, -0.4, -0.8], [-0.8, -0.1, 0.8], [-1.7, 0.3, 0.1], [-0.6, -1.3, -1.6], [0.6, 0.1, -0.6], [-0.4, 0.4, 0.2], [-0.6, 0.4, 0.0], [-1.8, 0.4, 0.4], [-1.6, -1.4, 0.1], [-1.2, -0.7, 1.0], [0.5, 1.5, 0.1], [0.6, 1.4, -2.1], [-0.6, -1.6, -0.6], [0.4, -0.1, -1.2], [-0.4, 0.6, 0.4], [0.8, -0.3, 1.0], [0.7, -0.1, 0.5], [-0.4, 0.1, 0.2], [0.2, -0.2, 0.0], [-0.4, 0.7, -0.4], [0.4, -0.4, 0.1], [-0.3, 0.0, -0.2], [-0.1, -0.3, -0.1], [-0.4, -0.1, -0.1], [0.2, 0.4, 0.4], [0.3, 0.1, 0.3], [0.1, -0.1, 0.4], [0.4, 0.0, -0.4], [-0.5, 0.2, 0.5], [0.2, -0.1, 0.0], [0.3, 0.0, 0.3], [0.2, -0.4, 0.1], [-0.2, 0.0, 0.0], [0.2, 0.4, 0.2], [-0.5, -0.2, 0.0], [0.2, 0.2, 0.3], [0.0, 0.0, 0.0], [0.7, -0.3, -0.1], [-0.5, 0.2, 0.5], [0.7, 0.4, 0.3], [0.1, 0.0, 1.2], [-0.3, 0.0, 0.0], [0.1, -0.2, -0.2], [-0.2, 0.5, 0.3], [0.1, 0.5, 0.1], [0.0, 0.0, 0.0], [-0.1, 0.0, -0.2], [1.0, 0.1, 0.3], [-0.2, -0.1, -0.3], [-0.6, 0.2, -0.2], [0.3, 0.6, -0.1], [-0.4, -0.7, -0.3], [0.0, -0.1, -0.3], [-0.1, -0.1, -0.1], [0.2, 0.0, 0.1], [0.6, -0.2, -0.4], [0.1, 0.2, 0.1], [-0.2, 0.2, 0.1], [-0.2, -0.5, 0.4], [-0.1, -0.5, 0.0], [0.3, -0.1, -0.2], [0.3, 0.0, -0.1], [0.3, 0.1, 0.1], [0.2, 0.1, -0.4], [0.1, 0.4, -0.3]]
}



{
  "formula": "C37H36FN7O4SSnTe",
  "method": "the ωB97M-V functional and the def2-TZVPD basis",
  "charge": 2,
  "lumo_energy_ev": -5.397,
  "mol_weight_g_mol": 940.1,
  "elements": ["Te", "Sn", "S", "F", "O", "O", "O", "O", "N", "N", "N", "N", "N", "N", "N", "C", "C", "C", "C", "C", "C", "C", "C", "C", "C", "C", "C", "C", "C", "C", "C", "C", "C", "C", "C", "C", "C", "C", "C", "C", "C", "C", "C", "C", "C", "C", "C", "C", "C", "C", "C", "C", "H", "H", "H", "H", "H", "H", "H", "H", "H", "H", "H", "H", "H", "H", "H", "H", "H", "H", "H", "H", "H", "H", "H", "H", "H", "H", "H", "H", "H", "H", "H", "H", "H", "H", "H", "H"],
  "positions_angstrom": [[-2.733988, 2.351656, 1.170232], [0.150131, -0.213330, 0.853805], [3.961056, 2.266904, -3.556078], [-5.450422, 2.208932, 2.743057], [3.845169, 0.889262, -3.121764], [-1.281902, 2.650101, -0.781371], [0.239216, 1.016822, -0.980376], [4.760166, 2.613562, -4.679473], [2.553583, 2.479934, 1.025622], [2.461728, 2.830083, -3.802556], [4.469148, -0.881719, 0.221157], [2.369152, 0.178919, 0.551363], [1.046383, -2.136315, 0.279296], [6.303235, 0.639459, 0.359866], [4.062568, 1.353104, -0.533089], [2.400941, -2.182352, 0.175234], [-3.922958, 4.260729, -0.911855], [-6.184520, 0.185173, 0.244176], [-4.580123, 5.417185, -1.303311], [-4.599076, 6.203371, 0.978469], [-3.289259, -0.454848, 0.390974], [-3.940083, 5.049994, 1.382022], [2.907649, 1.333202, 0.355569], [-4.919819, 6.383265, -0.360954], [4.634854, 2.678342, -0.843583], [0.322079, -3.288534, 0.219028], [5.216787, 3.436319, 0.162631], [0.896897, -4.508754, 0.072690], [-2.694388, -1.334398, -0.422676], [-5.132974, 1.250969, 0.519345], [-0.307899, 2.113448, -1.350989], [-6.459248, -0.117375, -1.090933], [5.054678, 0.212271, 0.031535], [-3.504703, -0.702288, 1.826915], [3.104049, -0.952820, 0.254315], [5.079811, 4.442559, -2.416736], [5.622162, 5.202683, -1.400478], [-3.615732, 4.092619, 0.429477], [4.580992, 3.170496, -2.154310], [-7.981982, -1.849574, -0.411610], [-4.646430, 1.463400, 1.952156], [5.715702, 4.706898, -0.098970], [-6.851107, -0.513603, 1.243735], [-7.347866, -1.131123, -1.419222], [-4.139926, 0.207576, 2.579953], [-3.740051, 0.904674, -0.081347], [-7.750043, -1.523131, 0.916417], [6.330883, 5.536925, 1.001573], [2.302336, -4.572288, -0.030724], [3.045064, -3.424118, 0.000273], [0.272293, 2.846132, -2.551185], [1.269429, 2.042941, -3.395322], [-2.597248, -1.142908, -1.486817], [-8.273658, -2.050826, 1.705580], [-8.667983, -2.651160, -0.662642], [0.286267, -5.400377, 0.031399], [-4.834616, 5.563556, -2.346599], [5.998002, 6.196990, -1.619525], [5.614068, 6.283095, 1.357023], [-3.691579, 4.901935, 2.427307], [6.631540, 4.923474, 1.850485], [-3.608918, 1.054447, -1.146971], [2.792760, -5.534590, -0.131566], [-3.161155, -1.636422, 2.256248], [-6.690967, -0.265363, 2.287397], [6.853875, -0.019133, 0.889862], [7.202723, 6.082267, 0.635736], [1.780030, 2.382091, 1.655213], [-7.554823, -1.353025, -2.460119], [-5.481803, 2.200915, 0.119641], [-5.441908, 7.280093, -0.674683], [-0.752638, -3.182534, 0.288644], [3.801383, 0.927895, -1.440535], [1.616958, 1.191016, -2.823663], [5.279240, 3.026915, 1.163500], [4.122659, -3.430745, -0.096018], [-4.867255, 6.956325, 1.710664], [6.827282, 1.151304, -0.334610], [-2.475471, -2.335515, -0.070255], [2.562077, 3.348984, 0.511069], [0.779148, 1.652785, -4.283910], [-5.980289, 0.455147, -1.883039], [-3.650614, 3.509728, -1.643741], [-4.289885, 0.077743, 3.647942], [2.405907, 3.332889, -4.686819], [5.065023, 4.814868, -3.436120], [-0.566951, 3.198269, -3.147392], [0.756877, 3.740533, -2.154256]],
  "forces_ev_per_a": [[-0.5, 0.1, 0.4], [0.2, 0.3, -0.1], [0.0, -0.2, 0.1], [0.0, -0.1, 0.1], [0.1, 0.0, 0.1], [0.6, -0.1, -0.5], [0.1, -0.2, -0.1], [0.0, 0.1, 0.0], [0.2, -0.1, -0.5], [-0.6, -0.1, -0.2], [-0.1, -0.2, 0.0], [-0.2, -0.3, -0.1], [-0.1, 0.1, -0.2], [-0.3, 0.0, -0.1], [0.6, 0.2, 0.6], [0.1, 0.1, 0.0], [0.0, 0.0, -0.1], [0.1, 0.0, 0.0], [0.0, 0.1, 0.0], [0.0, 0.1, 0.0], [0.1, 0.2, 0.2], [0.0, 0.0, 0.0], [0.1, 0.5, 0.2], [0.0, 0.0, 0.0], [-0.1, 0.0, -0.3], [0.0, 0.2, 0.1], [-0.1, -0.2, 0.1], [0.1, -0.2, 0.0], [-0.3, -0.1, -0.2], [-0.1, -0.4, 0.0], [-0.6, 0.0, 0.4], [0.0, 0.0, 0.0], [0.0, 0.3, 0.0], [-0.1, 0.0, -0.1], [0.0, -0.1, -0.2], [0.0, -0.1, -0.1], [0.1, 0.1, 0.1], [0.1, 0.0, 0.1], [0.0, -0.1, 0.1], [0.0, 0.0, 0.0], [0.2, 0.0, -0.2], [0.1, 0.2, 0.1], [0.0, 0.1, 0.0], [0.0, 0.0, 0.0], [0.0, 0.1, -0.1], [-0.1, -0.3, 0.2], [0.0, 0.0, 0.0], [-0.1, 0.0, -0.2], [0.1, 0.0, 0.0], [0.1, -0.1, 0.0], [0.2, -0.2, -0.1], [0.2, 0.4, 0.0], [0.1, 0.0, 0.1], [0.1, 0.0, -0.1], [0.0, 0.1, 0.0], [0.0, 0.1, 0.0], [0.0, 0.0, 0.1], [0.0, -0.1, 0.0], [0.0, -0.1, 0.0], [-0.1, 0.0, 0.0], [0.0, 0.0, -0.1], [0.1, 0.1, 0.0], [0.0, 0.1, 0.0], [0.0, 0.1, 0.0], [0.0, 0.0, -0.1], [-0.1, 0.0, 0.1], [-0.1, -0.1, 0.0], [-0.1, 0.0, 0.3], [0.0, 0.0, 0.1], [0.1, 0.2, 0.0], [0.1, -0.1, 0.0], [0.1, 0.0, 0.1], [-0.2, -0.1, -0.3], [0.0, -0.1, 0.0], [0.0, 0.0, -0.1], [-0.1, 0.0, 0.0], [0.0, -0.1, -0.1], [0.0, -0.1, -0.1], [0.0, 0.1, 0.0], [0.0, 0.0, 0.0], [0.1, 0.0, -0.1], [0.0, -0.1, 0.1], [0.0, 0.0, 0.0], [0.0, 0.0, -0.1], [0.0, -0.1, 0.3], [0.0, 0.0, 0.1], [-0.1, 0.1, 0.0], [0.0, 0.0, 0.0]]
}



{
  "formula": "C7H4",
  "method": "the ωB97M-V functional and the def2-TZVPD basis",
  "lumo_energy_ev": [-1.031, -1.431],
  "de_lowest_kj_mol": 320.6,
  "smiles": "C1=C=C=CCC=C=1",
  "mol_weight_g_mol": 88.1,
  "elements": ["C", "C", "C", "C", "C", "C", "C", "H", "H", "H", "H"],
  "positions_angstrom": [[1.915079, 0.626357, -0.192777], [1.759688, -0.647243, -0.257653], [0.986084, 1.479327, 0.191088], [1.017942, -1.633561, 0.236367], [-0.770306, -0.065207, -0.393795], [-0.310771, 1.312295, 0.263141], [-0.303818, -1.332748, 0.389692], [-0.254206, 0.077560, -1.307583], [-1.047883, 1.991384, 0.558425], [-1.137625, -1.738678, 1.037352], [-1.854184, -0.069483, -0.524255]],
  "forces_ev_per_a": [[-0.5, 0.1, 0.4], [0.2, -0.3, 0.9], [1.7, -1.3, -0.8], [-0.6, 1.2, -0.1], [-0.3, 0.9, 1.6], [-1.0, -1.5, -0.5], [-0.7, 0.9, -0.4], [0.2, -0.9, -1.4], [-0.8, 0.9, 0.9], [1.6, -0.1, -0.7], [0.2, 0.1, 0.1]]
}



{
  "formula": "C4H7NO",
  "method": "the ωB97M-V functional and the def2-TZVPD basis",
  "lumo_energy_ev": 0.387,
  "de_lowest_kj_mol": 515.4,
  "mol_weight_g_mol": 85.1,
  "elements": ["O", "N", "C", "C", "C", "C", "H", "H", "H", "H", "H", "H", "H"],
  "positions_angstrom": [[-0.110941, -0.755876, 0.811038], [0.558003, 0.193151, -1.626754], [0.198618, 1.078038, -0.512297], [-0.244866, 0.584735, 0.788104], [-1.401291, -1.211787, 1.227039], [1.618137, 0.836468, -0.895194], [0.466126, -0.772308, -1.308742], [-0.287405, 2.008727, -0.786739], [2.129266, 1.647941, -1.400570], [-1.903731, -1.547754, 0.314804], [-1.345140, -1.994280, 1.977133], [-1.891085, -0.312929, 1.614384], [2.214310, 0.245873, -0.202205]],
  "forces_ev_per_a": [[-0.1, 0.5, -0.1], [0.0, -0.2, -0.1], [-0.1, 0.4, 0.2], [0.2, 0.0, -0.5], [-0.4, -0.2, 0.3], [0.4, 0.1, 0.0], [0.0, 0.2, 0.0], [0.3, 0.0, -0.1], [0.1, -0.1, 0.0], [-0.1, -0.1, 0.3], [0.2, -0.2, 0.0], [-0.4, -0.5, 0.2], [0.0, 0.1, -0.1]]
}